This record from the OMol25 dataset describes a cluster of 12 separate species, C26H79N11O17 in total at a distorted geometry. The level of theory is ωB97M-V/def2-TZVPD.

```
! wB97M-V def2-TZVPD RIJCOSX def2/J DEFGRID3
* xyz 0 1
C 5.1311 1.6068 1.1846
O 3.7209 1.4400 1.3100
C 3.0150 1.8208 2.4476
C 3.2479 3.2677 2.8294
C 2.8134 3.5454 4.2734
N 2.6229 4.2246 1.9202
H 5.5317 1.0117 0.3639
H 5.5960 1.1078 2.0349
H 5.4992 2.6321 1.1488
H 1.9950 1.5927 2.1382
H 3.2649 1.1220 3.2459
H 4.3201 3.4634 2.8376
H 3.4861 2.9742 4.9131
H 1.8324 3.1699 4.5644
H 2.8739 4.6068 4.5143
H 1.6144 4.1699 1.9116
H 2.8514 3.9160 0.9861
C -4.9029 -3.8311 5.4596
O -4.0967 -2.9006 4.7499
C -2.9254 -3.5498 4.1132
C -3.1681 -4.4428 2.8925
C -2.0809 -4.4365 1.9121
N -4.5031 -4.1459 2.2750
H -4.2585 -4.3421 6.1750
H -5.4925 -4.4689 4.8010
H -5.5138 -3.1691 6.0733
H -2.2989 -2.6776 3.9268
H -2.3099 -4.0936 4.8298
H -3.2142 -5.4561 3.2914
H -2.4626 -4.9714 1.0424
H -1.2397 -5.0364 2.2595
H -1.7591 -3.4534 1.5687
H -5.0791 -3.4788 2.7683
H -4.2715 -3.5613 1.4846
C -0.5602 -0.6271 0.8935
O -0.1542 -1.5769 -0.0975
C 1.0356 -1.0895 -0.7608
C 0.8405 0.3184 -1.5117
C 0.2035 0.0922 -2.9306
N 2.0940 1.0100 -1.6903
H 0.1938 -0.5045 1.6710
H -1.4545 -0.8492 1.4758
H -0.8480 0.3452 0.4936
H 1.7797 -1.0550 0.0350
H 1.5698 -1.7152 -1.4758
H 0.1420 1.0005 -1.0269
H 0.8664 -0.4787 -3.5808
H 0.0506 1.0511 -3.4258
H -0.7852 -0.3656 -2.9631
H 2.5817 0.9330 -0.8092
H 2.6493 0.3716 -2.2419
N -1.2734 -4.2106 -1.2875
C -2.0727 -5.1570 -1.7379
N -1.5315 -5.5961 -2.8364
O -3.0575 -5.6183 -1.2297
H -0.4108 -3.9563 -1.7473
H -1.5214 -3.8175 -0.3908
H -0.5731 -5.5528 -3.1520
H -2.1685 -6.2127 -3.3203
N 0.8361 -0.4638 4.7090
C -0.2326 0.0370 5.1013
N -1.2208 -0.3908 4.3360
O -0.3244 0.8581 6.0032
H 0.6673 -1.1645 4.0014
H 1.7540 -0.2113 5.0461
H -0.8287 -1.0677 3.6971
H -2.2095 -0.2732 4.5056
N -1.4178 -2.6936 -4.6939
C -0.9793 -3.0692 -5.8189
N 0.1257 -3.8386 -5.6499
O -1.3050 -2.5748 -6.9048
H -2.2834 -2.1734 -4.6780
H -0.8156 -2.8675 -3.9019
H 0.4037 -4.3133 -4.8028
H 0.5763 -3.9646 -6.5449
N 1.2953 -3.6508 1.1961
C 1.3294 -3.5578 2.5020
N 2.2466 -4.2545 2.9851
O 0.7807 -2.6120 3.0909
H 0.7372 -2.9827 0.6839
H 1.6314 -4.5623 0.9199
H 2.6219 -5.0327 2.4620
H 2.3125 -4.3658 3.9868
O 4.1136 -0.3198 -3.4357
C 3.5451 -0.7166 -4.6697
C 2.8918 0.5013 -5.3567
O 3.8877 1.4233 -5.7789
H 4.8379 0.2793 -3.6310
H 4.3241 -1.0642 -5.3481
H 2.7592 -1.4454 -4.4713
H 2.2165 1.0391 -4.6912
H 2.2812 0.1392 -6.1838
H 3.4975 2.0468 -6.3959
O -2.1666 3.6908 0.7001
C -1.4831 2.9483 1.6816
C -1.0898 4.0071 2.7520
O -0.1848 4.9385 2.2104
H -1.4962 4.2535 0.3057
H -2.1443 2.2039 2.1252
H -0.6654 2.5001 1.1172
H -0.7042 3.4185 3.5845
H -1.8877 4.5545 3.2539
H -0.6267 5.7780 2.3572
O -3.9090 -0.9227 1.1025
C -4.1515 0.1200 0.1395
C -3.5015 -0.3891 -1.1703
O -4.2851 -1.3419 -1.8824
H -4.3045 -1.6827 0.6694
H -5.2301 0.2458 0.0456
H -3.6817 1.0276 0.5187
H -2.5657 -0.8836 -0.9099
H -3.1383 0.4253 -1.7971
H -4.5146 -2.0660 -1.2953
O 1.8435 3.7589 -1.7058
C 3.1252 4.0583 -2.1898
C 3.4317 5.6028 -2.3712
O 3.3323 6.2169 -1.1679
H 1.8422 2.8111 -1.5532
H 3.8538 3.6710 -1.4776
H 3.1301 3.5351 -3.1460
H 2.6451 6.0934 -2.9446
H 4.3785 5.6071 -2.9112
H 2.4213 6.2694 -0.8696
O -0.6705 4.7190 -1.4448
C -1.2493 4.9926 -2.7330
C -2.0184 3.7896 -3.2308
O -3.0464 3.4117 -2.2385
H 0.0876 4.1512 -1.6009
H -1.9459 5.8123 -2.5567
H -0.4832 5.2363 -3.4690
H -1.3454 2.9330 -3.1936
H -2.5057 4.0208 -4.1780
H -2.5873 3.3941 -1.3956
*
```

Kohn-Sham gap = 8.289 eV
lowest unoccupied orbital energy = -0.546 eV
SMILES = COC[C@H](C)N.COC[C@H](C)N.COC[C@H](C)N.NC(N)=O.NC(N)=O.NC(N)=O.NC(N)=O.OCCO.OCCO.OCCO.OCCO.OCCO

---

This record from the OMol25 dataset describes a cluster of 14 separate species, C26H80O23 in total at a distorted geometry. The level of theory is ωB97M-V/def2-TZVPD.

```
! wB97M-V def2-TZVPD RIJCOSX def2/J DEFGRID3
* xyz 0 1
C 8.0045 -11.1953 12.6913
O 7.4427 -10.0441 13.3254
H 8.5850 -11.7637 13.4180
H 7.2173 -11.8758 12.3669
H 8.6240 -10.8583 11.8602
H 7.2187 -10.3124 14.2195
C 5.3273 -13.3946 18.2972
O 5.6394 -12.0050 18.1812
H 5.2074 -13.5849 19.3637
H 4.4852 -13.7645 17.7122
H 6.1686 -14.0008 17.9613
H 4.8551 -11.5424 18.4853
C 6.2615 3.2683 19.1226
C 5.3735 4.6165 19.2356
O 5.6565 5.3899 20.3763
O 7.5231 3.4229 18.4510
H 5.7376 2.5730 18.4666
H 6.3108 2.6742 20.0352
H 4.3099 4.3968 19.3287
H 5.3763 5.1989 18.3142
H 6.3947 5.9793 20.2053
H 7.8665 2.5613 18.2034
C 16.4527 -6.5238 16.0742
C 15.5262 -7.1015 14.9959
O 15.3833 -8.4622 15.2532
O 15.6451 -6.0619 17.1679
H 16.9420 -5.6624 15.6196
H 17.1300 -7.3267 16.3653
H 15.9816 -7.0483 14.0070
H 14.5696 -6.5837 14.9260
H 14.5553 -8.6625 15.6958
H 15.7399 -5.1077 17.2140
C 0.7723 4.2502 12.7605
C 0.8760 2.6973 12.5473
O 1.9877 2.1846 13.2479
O 1.7427 4.9485 12.0185
H 0.7903 4.4258 13.8361
H -0.1610 4.6520 12.3659
H 0.9116 2.5312 11.4706
H 0.0155 2.1848 12.9776
H 2.7586 2.6864 12.9730
H 2.5549 4.8671 12.5238
C 5.5305 -5.2105 8.9821
C 5.6600 -3.8485 9.6154
O 6.7770 -3.5853 10.4641
O 4.9519 -6.0994 9.9150
H 6.5288 -5.4469 8.6139
H 4.9134 -5.0922 8.0914
H 4.7729 -3.6414 10.2139
H 5.6243 -3.0772 8.8460
H 6.6525 -4.1588 11.2239
H 5.5787 -6.3499 10.5977
C 14.9136 -1.5881 10.3208
C 15.5154 -0.2196 9.9361
O 14.8512 0.3814 8.8450
O 13.8189 -1.4991 11.1821
H 15.6744 -2.1915 10.8160
H 14.5912 -2.2130 9.4879
H 16.5890 -0.3709 9.8241
H 15.5252 0.4077 10.8274
H 14.6976 -0.3211 8.2090
H 13.0336 -1.3170 10.6609
C 7.6161 -6.5929 25.6547
C 8.5494 -6.1830 26.8313
O 8.2753 -6.8802 28.0423
O 8.2888 -6.1953 24.4212
H 6.6664 -6.0589 25.6844
H 7.5357 -7.6766 25.5700
H 8.5558 -5.1076 27.0086
H 9.5811 -6.3846 26.5430
H 8.6085 -6.3276 28.7531
H 9.0816 -6.7355 24.3860
C 12.8830 -10.4941 21.1490
C 11.6695 -11.3128 20.5020
O 11.3907 -10.8915 19.1823
O 12.5702 -9.1258 21.3187
H 13.7941 -10.6271 20.5657
H 13.1589 -10.9366 22.1062
H 10.8203 -11.0167 21.1179
H 11.8001 -12.3945 20.4741
H 10.4338 -10.8174 19.2049
H 13.1136 -8.5789 20.7466
C -0.9601 -5.0633 12.5174
C -1.0083 -6.2404 13.4697
O -1.6053 -6.0160 14.7653
O -2.3048 -4.8554 12.0510
H -0.4340 -5.2849 11.5888
H -0.6358 -4.1069 12.9275
H 0.0402 -6.5280 13.5467
H -1.4746 -7.1362 13.0595
H -2.5345 -5.9158 14.5458
H -2.3805 -4.0467 11.5393
C 7.2482 -4.2618 17.1063
C 8.7292 -4.0201 16.7458
O 9.0998 -2.6486 16.5139
O 6.4913 -3.9545 15.8855
H 6.9521 -3.6480 17.9570
H 7.0609 -5.2847 17.4327
H 8.9953 -4.5592 15.8366
H 9.3666 -4.3963 17.5460
H 9.8488 -2.6833 15.9144
H 5.6421 -3.6910 16.2474
C 16.3150 0.4743 17.2489
C 16.8630 0.0426 18.6208
O 15.7292 -0.3153 19.4035
H 15.5227 -0.1425 16.8247
H 17.0987 0.4490 16.4918
H 15.8860 1.4763 17.2656
H 17.4313 0.8729 19.0400
H 17.5555 -0.7880 18.4840
H 15.1729 0.4647 19.4652
C 3.4440 -0.4266 24.7787
C 2.7991 -1.0216 26.0187
O 2.3925 0.1027 26.8147
H 4.2820 0.1926 25.0989
H 2.7714 0.2618 24.2671
H 3.8191 -1.1368 24.0418
H 3.4650 -1.6823 26.5737
H 1.9734 -1.6802 25.7492
H 1.7473 0.5861 26.2935
C 0.6429 -10.0344 21.5552
C 1.3841 -8.6817 21.3302
O 1.5954 -8.5575 19.9230
H 0.7145 -10.3783 22.5871
H 1.1025 -10.7368 20.8598
H -0.3962 -9.7909 21.3341
H 2.3649 -8.7526 21.8006
H 0.8863 -7.8648 21.8526
H 0.8121 -8.1757 19.5202
*
```

Kohn-Sham gap = 9.960 eV
lowest unoccupied orbital energy = 0.155 eV

---

Among the records above, which one has the lowest lowest unoccupied orbital energy?
C26H79N11O17

---

lowest unoccupied orbital energy of number 1 (C26H79N11O17)?
-0.546 eV

---

Which of these has the highest Kohn-Sham gap?
C26H80O23

---

Among the records above, which one has the highest Kohn-Sham gap?
C26H80O23